(one)
169
Properties=species:S:1:pos:R:3 method="wB97M-V/def2-TZVPD" lumo_energy_ev=0.48 charge=0 homo_lumo_gap_ev=9.97
C -4.5541 2.1406 1.2094
C -5.5441 3.3096 1.2099
C -6.8417 2.6991 1.8626
O -6.4735 1.4102 2.2254
C -5.4014 0.8962 1.4766
H -3.8617 2.3247 2.0323
H -3.9600 2.0879 0.2941
H -5.7869 3.8221 0.2761
H -5.2234 4.1475 1.8346
H -7.6258 2.6968 1.0948
H -7.1638 3.3086 2.7045
H -5.7722 0.3700 0.5900
H -4.8129 0.1724 2.0426
C -2.4998 5.2131 -1.5791
C -2.2773 6.2299 -2.6952
C -1.7825 5.3826 -3.8338
O -2.5375 4.1702 -3.7012
C -2.9300 3.9681 -2.3401
H -3.2248 5.5238 -0.8284
H -1.5633 5.0248 -1.0452
H -1.5686 7.0368 -2.4952
H -3.2177 6.6948 -3.0044
H -0.7128 5.1645 -3.6948
H -1.8968 5.7400 -4.8546
H -2.5143 3.0530 -1.9166
H -4.0216 3.9083 -2.3498
C 5.3192 -0.6615 0.9447
C 4.1957 0.2073 0.4013
C 4.9917 0.9686 -0.6641
O 6.2643 1.1985 -0.0853
C 6.4977 0.3378 1.0119
H 5.6254 -1.4865 0.2908
H 5.1334 -1.2075 1.8739
H 3.9219 0.9642 1.1371
H 3.3873 -0.3368 -0.0817
H 4.5539 1.9409 -0.9102
H 5.1320 0.4365 -1.6118
H 6.3887 0.9687 1.9021
H 7.4564 -0.1779 0.9816
C -2.7229 -4.1505 2.1600
C -2.4894 -3.8529 3.6353
C -3.3994 -2.7149 4.0555
O -4.4462 -2.8519 3.1205
C -3.9301 -3.2382 1.8273
H -2.8450 -5.1743 1.8144
H -1.8328 -3.8232 1.6113
H -1.4650 -3.6720 3.9806
H -2.6862 -4.7646 4.2115
H -2.8564 -1.7637 4.0078
H -3.7651 -2.8976 5.0645
H -3.7090 -2.4294 1.1288
H -4.7882 -3.7776 1.4262
C 1.8265 4.5863 1.0595
C 1.0964 5.3599 -0.0376
C 0.2673 6.3779 0.7551
O -0.0819 5.6837 1.9322
C 0.6963 4.4975 2.0675
H 2.7413 5.0787 1.3840
H 2.0778 3.5883 0.6932
H 0.3805 4.6991 -0.5421
H 1.6809 5.7332 -0.8796
H -0.6414 6.6133 0.1947
H 0.8341 7.2849 0.9893
H 0.0705 3.6100 1.9430
H 1.0846 4.4614 3.0902
C -1.5812 2.4378 4.4165
C -2.2814 1.0725 4.5469
C -2.4759 1.0593 6.0431
O -1.4731 1.8608 6.6463
C -0.6913 2.5431 5.6501
H -2.2720 3.2849 4.4820
H -1.0767 2.6409 3.4693
H -1.5603 0.3256 4.2140
H -3.1911 1.0504 3.9525
H -2.4931 0.0529 6.4696
H -3.4608 1.4811 6.2755
H 0.2476 1.9918 5.5440
H -0.5465 3.5597 6.0077
C 0.7047 -5.0631 -2.0612
C -0.3689 -5.1627 -3.1533
C -1.5282 -5.8839 -2.4210
O -1.4163 -5.3648 -1.1069
C -0.0584 -5.3962 -0.7226
H 1.0339 -4.0302 -1.9909
H 1.4794 -5.8227 -2.1561
H -0.0055 -5.6871 -4.0352
H -0.6652 -4.1441 -3.3964
H -1.4760 -6.9709 -2.4957
H -2.4558 -5.4595 -2.8029
H 0.2806 -6.2923 -0.1949
H 0.0459 -4.5475 -0.0396
C 0.3471 0.1462 0.3721
C 0.4929 -1.0234 -0.5875
C -0.9532 -1.3623 -0.9276
O -1.7350 -0.7499 0.1153
C -1.1050 0.5392 0.3611
H 1.0402 0.9818 0.2572
H 0.5188 -0.2341 1.3858
H 0.9402 -1.9122 -0.1445
H 1.0666 -0.7017 -1.4613
H -1.1578 -2.4349 -0.9229
H -1.4158 -0.9396 -1.8220
H -1.5029 1.0172 1.2534
H -1.3787 1.1884 -0.4818
C -3.8466 1.1384 -4.3558
C -2.5650 0.8157 -3.5913
C -2.0730 -0.3389 -4.4044
O -3.2545 -1.1377 -4.5942
C -4.4092 -0.2661 -4.5079
H -3.5757 1.5587 -5.3227
H -4.4309 1.7809 -3.6980
H -2.8140 0.5421 -2.5616
H -1.8750 1.6599 -3.5389
H -1.2422 -0.8236 -3.8888
H -1.7625 -0.0838 -5.4226
H -5.0120 -0.5397 -3.6344
H -5.0937 -0.4241 -5.3425
C 4.4567 -4.2476 1.8300
C 4.3753 -5.6246 1.1212
C 4.3302 -5.2267 -0.3279
O 3.5606 -3.9819 -0.3108
C 3.3352 -3.6212 1.0288
H 5.4234 -3.7907 1.6223
H 4.2574 -4.4189 2.8858
H 3.5441 -6.2267 1.4912
H 5.2579 -6.2165 1.3855
H 3.8925 -5.9220 -1.0427
H 5.3408 -4.9850 -0.6697
H 2.3829 -3.9715 1.4490
H 3.4122 -2.5292 1.0425
C 4.9100 -2.5396 -3.5386
C 4.5608 -2.2901 -5.0110
C 3.6107 -1.0806 -4.9708
O 3.5001 -0.7569 -3.6009
C 3.6924 -1.9422 -2.8460
H 5.7854 -2.0520 -3.1114
H 4.9443 -3.6035 -3.2900
H 3.9957 -3.1543 -5.3625
H 5.3542 -2.0235 -5.7063
H 2.5932 -1.2431 -5.3510
H 4.0019 -0.2032 -5.4906
H 2.7815 -2.5523 -2.9232
H 3.8224 -1.6873 -1.7974
C 0.8610 2.6310 -2.9610
C 1.0496 1.7957 -4.1921
C 0.8428 2.8088 -5.3119
O 1.4424 4.0143 -4.8039
C 1.6158 3.8859 -3.3899
H 1.3360 2.1465 -2.1047
H -0.1648 2.9120 -2.7069
H 0.4559 0.8798 -4.2826
H 2.0506 1.3523 -4.2165
H -0.2327 2.9501 -5.4572
H 1.3629 2.5269 -6.2261
H 1.1830 4.7877 -2.9519
H 2.6642 3.7787 -3.0943
C 1.0077 -0.9560 4.7588
C 0.3707 -1.8890 5.7827
C 1.5166 -2.6849 6.3976
O 2.5502 -2.5868 5.4521
C 2.1378 -1.9148 4.2630
H 1.3381 0.0220 5.0948
H 0.2442 -0.8071 3.9911
H -0.4674 -2.5289 5.5122
H -0.0662 -1.2996 6.6006
H 1.1694 -3.6987 6.6255
H 1.8575 -2.2597 7.3458
H 1.7041 -2.6292 3.5562
H 2.9357 -1.3900 3.7411


(two)
169
Properties=species:S:1:pos:R:3 method="wB97M-V/def2-TZVPD" lumo_energy_ev=0.64 charge=0 homo_lumo_gap_ev=9.73
C -1.9902 -21.0326 -5.5885
C -2.9723 -21.1961 -4.4299
C -2.8389 -22.6906 -4.1180
O -1.4498 -22.9357 -4.2333
C -0.9720 -22.1248 -5.3308
H -1.6063 -20.0227 -5.6400
H -2.4885 -21.2158 -6.5664
H -4.0740 -21.0376 -4.6084
H -2.6509 -20.6020 -3.5622
H -3.3277 -23.2714 -4.8837
H -3.1228 -22.9341 -3.1037
H -0.7957 -22.7235 -6.2172
H 0.0262 -21.7261 -5.0517
C -2.0597 -28.1677 0.1040
C -1.7901 -28.6859 -1.2653
C -0.7651 -29.7262 -0.9386
O 0.0828 -29.1535 0.0356
C -0.6808 -28.1682 0.7218
H -2.6947 -28.7534 0.7345
H -2.4769 -27.1530 0.2081
H -1.4305 -27.9057 -2.0038
H -2.6508 -29.1203 -1.7297
H -0.0650 -30.0232 -1.7305
H -1.2968 -30.5384 -0.5029
H -0.3084 -27.2257 0.4014
H -0.6081 -28.2821 1.8092
C 0.9219 -23.5710 -1.8708
C -0.0797 -24.7372 -1.7517
C 0.5839 -25.8073 -2.6691
O 1.9900 -25.6597 -2.5413
C 2.2271 -24.2365 -2.3546
H 1.0943 -23.1289 -0.8676
H 0.5742 -22.8704 -2.5865
H -1.0594 -24.5541 -2.1692
H -0.2127 -25.1203 -0.7391
H 0.2134 -25.6592 -3.6840
H 0.3689 -26.8072 -2.4465
H 2.4855 -23.7567 -3.2806
H 3.0185 -24.1092 -1.6477
C -3.9935 -20.1200 4.9761
C -5.3154 -19.9951 5.7117
C -5.9779 -18.7342 5.1211
O -5.3485 -18.5711 3.8217
C -4.3252 -19.5413 3.6185
H -3.6020 -21.1308 5.0568
H -3.3394 -19.4512 5.5001
H -4.9874 -19.9004 6.7705
H -5.9021 -20.8992 5.4720
H -5.8582 -17.8791 5.7995
H -7.0542 -18.7324 4.8895
H -3.5104 -19.0891 3.0436
H -4.7459 -20.3049 3.0026
C -6.3825 -26.5746 1.3397
C -5.8061 -28.0016 1.4053
C -6.1141 -28.4471 2.7807
O -6.1699 -27.2848 3.6106
C -6.6085 -26.1861 2.8385
H -7.3789 -26.4114 0.8473
H -5.6372 -25.9396 0.8585
H -4.7324 -28.0297 1.2876
H -6.2792 -28.6887 0.7052
H -5.3655 -29.1487 3.2467
H -7.0800 -28.9536 2.8406
H -6.0326 -25.3423 3.2029
H -7.6894 -26.0067 2.9238
C -5.7165 -26.8908 -3.5228
C -5.6822 -26.9284 -5.1164
C -4.1737 -26.8742 -5.3974
O -3.6249 -26.0531 -4.2931
C -4.3666 -26.3579 -3.1125
H -5.8773 -27.9210 -3.0841
H -6.5919 -26.2869 -3.1954
H -6.2338 -26.1623 -5.6898
H -6.0915 -27.8572 -5.4935
H -3.9187 -26.4158 -6.3813
H -3.7072 -27.9061 -5.3193
H -4.5458 -25.4765 -2.5527
H -3.9017 -27.1071 -2.5131
C -5.2556 -20.0034 -1.0123
C -4.2772 -19.3122 0.0003
C -3.6305 -18.1720 -0.8238
O -4.1627 -18.3029 -2.1210
C -5.4734 -18.8612 -1.9885
H -6.1165 -20.4185 -0.4666
H -4.7950 -20.8360 -1.5490
H -3.5647 -20.0901 0.2835
H -4.8663 -18.9854 0.8840
H -2.5488 -18.0959 -0.9376
H -3.9595 -17.2391 -0.3473
H -5.7430 -19.1243 -3.0387
H -6.2269 -18.1671 -1.6038
C 2.0521 -25.9491 1.3976
C 0.9023 -25.0033 1.8746
C 1.5744 -23.9989 2.8217
O 3.0080 -24.0748 2.5213
C 3.1763 -24.9200 1.4144
H 1.8225 -26.4359 0.4400
H 2.3234 -26.6921 2.1129
H -0.0393 -25.3919 2.2999
H 0.7345 -24.3379 0.9852
H 1.4676 -24.1885 3.9386
H 1.1488 -22.9725 2.5773
H 4.1945 -25.3629 1.4750
H 3.0891 -24.2856 0.4763
C -8.5064 -18.5325 2.2446
C -8.1619 -19.9414 2.7915
C -8.7096 -20.8529 1.7501
O -8.3611 -20.2156 0.5576
C -8.3876 -18.7652 0.7453
H -7.7423 -17.7925 2.6138
H -9.5361 -18.1988 2.4827
H -8.4684 -20.0144 3.8577
H -7.0680 -20.0273 2.6988
H -9.7978 -20.8352 1.8364
H -8.3892 -21.9061 1.7905
H -9.2468 -18.3556 0.1613
H -7.4581 -18.3764 0.3179
C -1.4162 -26.6478 5.1868
C -0.6061 -27.8757 4.7827
C -1.7170 -28.8224 4.2579
O -2.4524 -27.8686 3.3637
C -2.4088 -26.5816 3.9874
H -0.8871 -25.6818 5.2648
H -1.9876 -26.8278 6.1404
H -0.0998 -28.3138 5.6779
H 0.2018 -27.7210 4.0911
H -2.4480 -29.2310 5.0217
H -1.5571 -29.6396 3.5329
H -3.4094 -26.2593 4.2189
H -1.9613 -25.8930 3.2446
C -8.3404 -21.8437 -2.7149
C -7.7225 -22.4483 -4.0672
C -6.8389 -23.5622 -3.4961
O -6.4608 -23.1619 -2.1773
C -7.7108 -22.7175 -1.6102
H -9.4208 -21.8961 -2.7101
H -7.9739 -20.8305 -2.5782
H -7.1755 -21.7153 -4.6072
H -8.4829 -22.8296 -4.7865
H -5.9712 -23.7416 -4.0506
H -7.3584 -24.5528 -3.4774
H -7.4642 -22.2174 -0.6791
H -8.3137 -23.6661 -1.4019
C 1.3553 -19.7942 -0.9020
C -0.1523 -19.3572 -0.5820
C -0.5924 -20.5107 0.4083
O 0.5755 -21.2606 0.7861
C 1.7425 -20.5344 0.4068
H 1.9905 -18.9414 -1.1745
H 1.2558 -20.5062 -1.7448
H -0.7491 -19.3799 -1.4927
H -0.1863 -18.3887 -0.0809
H -1.3183 -21.1840 -0.0754
H -1.0341 -20.1053 1.3033
H 2.4969 -21.2914 0.3306
H 2.0822 -19.8411 1.1595
C -4.0626 -23.3177 0.2697
C -3.1047 -23.9282 1.2740
C -3.2957 -22.9931 2.4804
O -4.6925 -22.6970 2.4611
C -5.1673 -22.7545 1.1499
H -4.3572 -23.9767 -0.5290
H -3.4994 -22.5161 -0.2348
H -2.1264 -24.0230 0.8304
H -3.3530 -24.9786 1.4972
H -2.7397 -22.0681 2.4608
H -3.0412 -23.5117 3.3934
H -5.4327 -21.7388 0.8313
H -5.9989 -23.4917 1.2262


Q: Which of them is the least stable? A: (two).


(one)
63
Properties=species:S:1:pos:R:3 method="wB97M-V/def2-TZVPD" lumo_energy_ev="-11.42 / -11.49" charge=+3 homo_lumo_gap_ev="6.00 / 6.03"
Os -0.1397 0.9201 0.1104
C -3.2454 -2.0997 -0.4643
C -3.0286 -0.6190 -0.3664
C -2.0757 0.0393 -1.1777
C -2.0535 1.4503 -1.2539
C -2.9214 2.2043 -0.4424
C -3.8162 1.5534 0.3858
C -3.8749 0.1605 0.4110
H -4.1825 -2.2897 -0.9926
H -3.3379 -2.5617 0.5190
H -2.4522 -2.6004 -1.0141
H -1.5563 -0.5444 -1.9247
H -1.5661 1.9434 -2.0847
H -2.9357 3.2835 -0.5221
H -4.5284 2.1344 0.9592
H -4.6485 -0.3301 0.9917
C 0.1307 -2.9404 0.6152
Si 0.9397 -2.3729 -0.9632
C -0.0013 -2.7069 -2.5304
C 2.6371 -3.0993 -1.1581
C 1.1604 -0.4290 -0.5710
C 2.2174 -0.0703 0.4385
C 3.5058 -0.4777 0.7177
C 4.1660 0.1577 1.7686
C 3.5394 1.1636 2.4929
C 2.2474 1.5345 2.1569
N 1.6323 0.9148 1.1510
Si 1.3144 0.8110 -2.0679
C 3.0938 1.1465 -2.4276
C 0.3517 0.5828 -3.6203
C 0.7980 2.5330 -1.0358
H -0.2016 -3.9763 0.5097
H -0.7309 -2.3345 0.8908
H 0.8508 -2.9119 1.4365
H -0.2181 -3.7804 -2.5276
H 0.6314 -2.5334 -3.4032
H -0.9513 -2.2002 -2.6893
H 2.4968 -4.1093 -1.5563
H 3.1787 -3.2085 -0.2193
H 3.2618 -2.5697 -1.8806
H 3.9926 -1.2445 0.1362
H 5.1810 -0.1271 2.0141
H 4.0530 1.6721 3.2967
H 1.7146 2.3351 2.6528
H 3.4988 0.2734 -2.9475
H 3.7088 1.3488 -1.5529
H 3.1642 1.9947 -3.1132
H 0.6999 -0.3324 -4.1042
H 0.6239 1.4026 -4.2926
H -0.7326 0.5395 -3.5633
H 1.7855 2.8513 -0.7041
H 0.0767 3.1125 -0.4269
H 0.5648 2.9487 -2.0295
N -2.1212 0.3934 4.4113
C -1.9217 1.7302 3.7536
C -1.2464 1.5884 2.4037
O -1.1174 0.4098 1.9048
O -0.8717 2.5831 1.7849
H -2.9422 0.3925 5.0240
H -1.3179 0.1233 4.9846
H -2.2430 -0.3309 3.6940
H -1.3398 2.3763 4.4075
H -2.8974 2.1919 3.6046


(two)
63
Properties=species:S:1:pos:R:3 method="wB97M-V/def2-TZVPD" lumo_energy_ev=-11.39 charge=+3 homo_lumo_gap_ev=6.41
Os 0.5900 0.4794 -0.2469
C 2.4239 2.9640 -3.6793
C 2.6239 1.8402 -2.7108
C 2.9690 0.5453 -3.1934
C 3.1831 -0.5234 -2.3580
C 3.0989 -0.3391 -0.9724
C 2.8146 0.9387 -0.4550
C 2.5679 2.0275 -1.3489
H 3.3793 3.2321 -4.1364
H 2.0223 3.8513 -3.1952
H 1.7560 2.6751 -4.4918
H 3.0901 0.4177 -4.2642
H 3.4601 -1.4912 -2.7540
H 3.3276 -1.1542 -0.2962
H 3.0562 1.1493 0.5848
H 2.3915 3.0147 -0.9418
C 0.0366 -3.3199 0.5393
Si -0.1513 -2.1076 1.9428
C 1.4731 -1.9114 2.8480
C -1.4904 -2.6959 3.0831
C -0.4262 -0.2869 1.2348
C -0.0174 0.8697 2.1358
C -0.0941 1.1017 3.4907
C 0.3459 2.3379 3.9642
C 0.8742 3.2787 3.0902
C 0.9764 2.9672 1.7446
N 0.5381 1.7895 1.2998
Si -2.4101 0.1730 0.7658
C -2.5931 1.9395 0.2228
C -3.2603 0.0141 2.4106
C -2.9913 -1.1171 -0.4425
H 0.6180 -4.1589 0.9330
H 0.5677 -2.9425 -0.3308
H -0.9254 -3.7298 0.2244
H 1.8287 -2.9123 3.1085
H 1.3951 -1.3522 3.7803
H 2.2558 -1.4476 2.2398
H -1.1557 -3.6737 3.4459
H -2.4466 -2.8608 2.5870
H -1.6477 -2.0704 3.9619
H -0.5027 0.3599 4.1628
H 0.2682 2.5682 5.0192
H 1.2158 4.2408 3.4446
H 1.3990 3.6550 1.0253
H -2.2968 2.6144 1.0300
H -3.6647 2.1054 0.0711
H -2.0815 2.2352 -0.6892
H -2.7027 0.4262 3.2484
H -3.5801 -0.9950 2.6526
H -4.1586 0.6338 2.3057
H -2.5981 -0.9780 -1.4503
H -4.0789 -1.0213 -0.5184
H -2.7728 -2.1306 -0.1042
N -1.0297 -2.1072 -3.9712
C -1.0820 -0.6294 -3.7087
C -0.4140 -0.3346 -2.3885
O -0.5459 0.8281 -1.8537
O 0.2868 -1.1607 -1.7874
H -1.8695 -2.5864 -3.6320
H -0.2230 -2.5261 -3.4903
H -0.9518 -2.3122 -4.9726
H -2.1170 -0.2916 -3.7073
H -0.5543 -0.1054 -4.5062


Q: Which of them is the least stable? A: (two).


(one)
5
Properties=species:S:1:pos:R:3 method="wB97M-V/def2-TZVPD" lumo_energy_ev=0.51 charge=0 homo_lumo_gap_ev=11.67
C -0.0029 0.0165 -0.0279
Cl 1.3631 0.8074 0.7986
Cl -0.3206 0.5851 -1.5515
Cl 0.4152 -1.6890 -0.0354
Cl -1.4548 0.2801 0.8162


(two)
5
Properties=species:S:1:pos:R:3 method="wB97M-V/def2-TZVPD" lumo_energy_ev=-0.21 charge=0 smiles=ClC(Cl)(Cl)Cl homo_lumo_gap_ev=10.95
C 0.0008 -0.0505 -0.1492
Cl -0.3403 -0.6566 1.5665
Cl -1.3556 -0.5362 -1.0102
Cl 0.0309 1.8488 0.0972
Cl 1.6641 -0.6054 -0.5044


Q: Which of them is the least stable? A: (two).


(one)
5
Properties=species:S:1:pos:R:3 method="wB97M-V/def2-TZVPD" lumo_energy_ev=-0.12 charge=0 homo_lumo_gap_ev=9.02
C 0.6376 0.2138 -0.3985
C 0.0522 -1.9122 -1.4212
O 0.4465 -2.8807 -1.7595
F 0.3232 0.9451 -1.4199
H -0.1392 0.3152 0.3419


(two)
5
Properties=species:S:1:pos:R:3 method="wB97M-V/def2-TZVPD" lumo_energy_ev=0.76 charge=0 smiles="FC1=CO1" homo_lumo_gap_ev=9.98
C -0.2612 -0.6009 0.2689
C 0.7626 -1.1380 1.0488
O 0.2850 -0.3622 1.8628
F 1.6682 -2.0025 1.3022
H -0.1302 0.3396 -0.0457


Q: Which of them is the least stable? A: (two).